# 1
Molecular formula: C5H4BrF
Method: DFT, the ωB97M-V functional and the def2-TZVPD basis

Geometry as XYZ:
```
11
Properties=species:S:1:pos:R:3:forces:R:3:nbo_charge:R:1
Br 2.589323 0.055586 -1.365948 -0.19 -0.47 -0.08 0.07
F -0.535431 0.978032 -1.957674 0.20 -0.47 0.11 -0.34
C -0.605217 -0.673388 0.961490 -2.72 2.00 0.12 -0.20
C 0.680604 -1.078441 0.518919 -0.67 2.02 -2.55 -0.24
C -1.164273 0.443490 0.366890 0.75 -1.85 -0.02 -0.22
C -0.072696 0.807076 -0.660505 -2.17 3.38 1.22 0.10
C 0.944612 -0.244439 -0.477625 2.19 1.19 -0.81 -0.07
H -2.148670 1.011843 0.527333 1.83 -1.26 -0.26 0.24
H 1.198944 -1.936809 0.717061 1.28 -1.79 1.04 0.23
H -1.034858 -1.269671 1.685161 -1.29 -0.76 1.75 0.21
H 0.147661 1.906721 -0.315102 0.78 -2.00 -0.52 0.21
```
Forces are in eV/Å.

Output
* SMILES: F[C@H]1C=CC=C1Br
* LUMO energy: -0.16 eV
* molar mass: 162.99 g/mol
* HOMO-LUMO gap: 8.65 eV
* DFT total energy: -78007.485 eV


# 2
Molecular formula: C5H4BrI3O2
Method: DFT, the ωB97M-V functional and the def2-TZVPD basis

Geometry as XYZ:
```
15
Properties=species:S:1:pos:R:3:forces:R:3:nbo_charge:R:1
I 3.548671 -1.650682 -2.120189 -0.32 -0.34 -0.06 0.30
I 1.252198 -2.158293 0.667392 0.16 0.48 0.13 0.24
I 1.441700 0.654872 -3.526980 -0.10 -0.06 0.91 0.25
Br -1.778414 -1.949680 -1.487645 -0.57 -0.56 -0.38 -0.04
O 0.487245 1.476849 0.484635 -0.64 -0.21 -0.42 -0.56
O -1.110070 -0.142255 0.327340 0.27 1.08 -1.18 -0.51
C -0.971553 1.052379 2.350785 -1.55 1.85 -1.64 -0.73
C -0.636880 -0.406861 -0.972899 2.02 -2.69 -0.45 -0.01
C 0.807771 -0.939265 -0.990571 -6.05 -0.65 4.65 -0.25
C 1.720512 -0.691333 -1.912872 4.84 1.72 -5.21 -0.46
C -0.433750 0.855545 0.940949 0.68 -0.58 2.21 0.81
H -1.213982 0.346928 3.099937 -0.16 -1.81 -0.21 0.25
H -0.369026 1.736747 2.869413 1.03 1.20 0.30 0.23
H -0.818565 0.223751 -1.841204 -0.10 0.86 0.80 0.24
H -1.925858 1.591298 2.111911 0.48 -0.29 0.54 0.24
```
Forces are in eV/Å.

Output
* LUMO energy (alpha / beta): -0.43 / -3.50 eV
* molar mass: 556.70 g/mol
* <S²>: 2.010
* HOMO-LUMO gap (alpha / beta): 5.35 / 5.79 eV
* DFT total energy: -103684.156 eV
* 2S+1: 3


# 3
Molecular formula: C5H4BrN2O3
Method: DFT, the ωB97M-V functional and the def2-TZVPD basis

Geometry as XYZ:
```
15
Properties=species:S:1:pos:R:3:forces:R:3:nbo_charge:R:1
Br -0.697391 -1.996990 0.436839 -0.04 0.24 -0.01 -0.02
O -4.059249 -0.516069 0.448483 -0.28 -0.37 1.18 -0.55
O -3.618446 0.163767 -1.694526 0.23 0.32 -1.23 -0.55
O -1.931226 1.202699 0.146663 0.21 0.55 0.03 -0.76
N 1.444364 1.504830 0.562217 0.23 0.48 -0.06 -0.16
N 0.292454 1.957805 0.410571 0.68 1.25 0.01 -0.18
C -0.020724 -0.232516 0.487325 -0.14 -0.18 -0.04 -0.34
C -0.723913 0.948526 0.322844 -0.28 -2.04 0.18 0.44
C 2.292458 -0.565075 -0.485700 0.03 0.33 0.20 -0.60
C 1.425745 0.043395 0.617888 -0.63 -0.60 -0.16 -0.17
C -3.740210 -0.123237 -0.585726 -0.10 -0.05 -0.01 1.07
H 2.215689 -1.651017 -0.453537 -0.01 -0.02 -0.02 0.21
H 1.838227 -0.251939 1.593708 0.00 0.15 -0.02 0.20
H 3.333048 -0.272734 -0.349854 0.12 -0.01 -0.03 0.20
H 1.949175 -0.211451 -1.457199 -0.03 -0.02 -0.04 0.21
```
Forces are in eV/Å.

Output
* LUMO energy: 3.23 eV
* molar mass: 220.00 g/mol
* HOMO-LUMO gap: 6.67 eV
* DFT total energy: -84415.998 eV
* net charge: -1


# 4
Molecular formula: C5H4BrN3O
Method: DFT, the ωB97M-V functional and the def2-TZVPD basis

Geometry as XYZ:
```
14
Properties=species:S:1:pos:R:3:forces:R:3:nbo_charge:R:1
Br 2.890533 -1.853943 -0.155791 -0.69 0.64 0.06 0.10
O -0.782684 2.153036 -0.050636 -0.05 -1.59 0.05 -0.57
N 3.198833 2.403441 0.134943 -0.42 -0.34 -0.16 -0.27
N -0.772890 -0.196129 0.018488 -0.67 0.31 -0.38 -0.28
N 0.153433 -1.275286 -0.078130 -0.20 1.72 1.46 -0.43
C 1.397771 0.670046 -0.044364 -4.96 -0.85 -0.21 -0.34
C -2.192440 -0.394955 0.261459 2.02 -1.44 -0.91 -0.40
C 1.397125 -0.657507 -0.052634 0.99 -1.14 -0.72 0.16
C -0.287359 1.048791 -0.069270 4.42 0.46 0.18 0.71
C 2.373202 1.601844 0.027470 2.46 1.99 0.41 0.25
H -0.010497 -1.959479 -0.803411 -0.15 0.18 -0.28 0.40
H -2.650807 -0.143196 -0.650145 -1.36 0.75 -0.71 0.22
H -2.182469 -1.451409 0.305000 -1.00 -1.28 0.56 0.21
H -2.531745 0.054741 1.157021 -0.38 0.60 0.65 0.23
```
Forces are in eV/Å.

Output
* SMILES: Cn1[nH]c(Br)c(C#N)c1=O
* LUMO energy: 0.19 eV
* molar mass: 202.01 g/mol
* HOMO-LUMO gap: 9.75 eV
* DFT total energy: -81807.709 eV


# 5
Molecular formula: C5H4BrO
Method: DFT, the ωB97M-V functional and the def2-TZVPD basis

Geometry as XYZ:
```
11
Properties=species:S:1:pos:R:3:forces:R:3:nbo_charge:R:1
Br -1.012190 3.710147 -1.200421 -0.38 -0.64 0.06 0.28
O -1.771496 1.076257 -0.759778 1.32 0.45 0.23 -0.34
C -0.329757 -0.643291 0.148154 -2.59 1.50 -1.94 -0.26
C -1.563001 -0.175191 -0.322972 -0.98 -0.92 0.52 0.27
C 0.472842 1.519930 -0.206506 1.66 1.11 -0.83 -0.29
C 0.745195 0.200616 0.037581 -0.91 -0.49 0.95 -0.03
C -0.768192 1.945733 -0.685494 1.23 0.01 0.62 0.31
H -2.571880 -0.656894 -0.393244 1.46 -0.19 0.27 0.26
H -0.156148 -1.615888 0.442917 -0.31 -2.02 0.56 0.26
H 1.675221 -0.273758 0.305255 0.62 0.77 -0.12 0.27
H 1.377198 2.147049 -0.132159 -1.10 0.40 -0.31 0.28
```
Forces are in eV/Å.

Output
* LUMO energy: -5.86 eV
* molar mass: 159.99 g/mol
* HOMO-LUMO gap: 8.93 eV
* DFT total energy: -77330.963 eV
* net charge: +1


# 6
Molecular formula: C5H4ClF3N2O
Method: DFT, the ωB97M-V functional and the def2-TZVPD basis

Geometry as XYZ:
```
16
Properties=species:S:1:pos:R:3:forces:R:3:nbo_charge:R:1
Cl -1.218001 2.324827 -1.371734 0.34 -0.66 0.04 -0.07
F -2.655851 0.957250 5.184867 0.20 0.34 1.67 -0.28
F -3.659996 0.944779 3.332691 -0.01 -0.01 -0.39 -0.31
F -2.322364 -0.685953 3.848291 0.33 0.63 -0.15 -0.31
O 1.729895 1.945521 0.938661 -1.27 -0.04 -0.65 -0.50
N -0.466423 2.322380 1.356277 -2.13 1.83 1.43 -0.34
N -1.000214 1.816128 2.318679 1.96 0.69 -2.28 0.09
C 0.000700 1.145985 -0.659460 -0.30 1.17 -0.03 -0.23
C -1.398134 1.411179 3.315456 -0.93 -1.06 2.60 0.08
C -0.589996 -0.262119 -0.407763 0.34 1.84 -4.11 -0.61
C -2.490050 0.656887 3.935728 -0.99 -0.89 -1.02 0.94
C 0.559528 1.863036 0.624415 1.83 -2.37 -1.24 0.65
H 0.782572 1.112445 -1.369453 0.80 -0.01 -0.78 0.22
H -0.973806 -0.162622 0.523861 -1.55 -0.95 2.83 0.20
H -1.319844 -0.541784 -1.236561 0.62 0.61 1.38 0.24
H 0.240047 -0.896237 -0.571312 0.77 -1.10 0.69 0.23
```
Forces are in eV/Å.

Output
* LUMO energy: 0.09 eV
* molar mass: 200.55 g/mol
* HOMO-LUMO gap: 10.20 eV
* DFT total energy: -30948.735 eV


# 7
Molecular formula: C5H4ClIN2
Method: DFT, the ωB97M-V functional and the def2-TZVPD basis

Geometry as XYZ:
```
13
Properties=species:S:1:pos:R:3:forces:R:3:nbo_charge:R:1
I -1.186573 -2.400815 -2.820823 0.17 0.13 0.09 -0.03
Cl 1.897697 0.713194 -2.841035 -0.38 -0.20 0.84 0.09
N 0.040707 1.185250 -0.401377 0.73 -0.26 -0.04 -0.43
N 0.397887 -0.976201 0.515774 1.67 0.01 -1.90 -0.43
C -0.976688 0.591183 1.687435 0.43 -0.58 -2.27 -0.29
C -0.464686 -0.700203 1.433828 -0.37 0.59 1.68 0.08
C 1.561623 -0.266835 -1.481872 1.83 -2.12 0.70 -0.17
C -0.773637 1.480261 0.601393 1.43 -2.98 1.08 0.07
C 0.715403 0.030752 -0.358898 -1.53 -0.16 -0.67 0.26
H -1.578916 0.661441 2.552189 -0.70 0.81 0.52 0.23
H -1.157973 2.386030 0.375775 -1.94 2.94 0.55 0.20
H 2.270280 -1.165572 -1.344900 -1.38 1.49 -0.48 0.23
H -0.745124 -1.538486 2.082511 0.04 0.33 -0.10 0.20
```
Forces are in eV/Å.

Output
* LUMO energy (alpha / beta): -1.48 / -3.02 eV
* molar mass: 254.46 g/mol
* HOMO-LUMO gap (alpha / beta): 8.29 / 5.30 eV
* DFT total energy: -28850.427 eV


# 8
Molecular formula: C5H4ClIN2O
Method: DFT, the ωB97M-V functional and the def2-TZVPD basis

Geometry as XYZ:
```
14
Properties=species:S:1:pos:R:3:forces:R:3:nbo_charge:R:1
I -3.002503 1.086553 -0.729191 1.16 -1.38 0.57 0.49
Cl -2.711172 -2.354776 -0.354346 0.54 -1.02 -1.34 0.22
O -2.935215 -0.849175 1.695975 0.88 -0.04 -1.77 -0.43
N 0.993701 0.856971 0.733937 1.40 0.46 2.40 -0.28
N 1.213965 0.296203 -0.470416 -5.39 1.32 -0.13 -0.23
C -2.751751 -1.009512 0.542897 -1.76 2.24 2.61 0.48
C 0.012301 0.210642 -1.176633 0.11 0.01 -0.37 -0.20
C -0.893792 0.800058 -0.265784 0.61 -0.22 -0.18 -0.38
C -0.272799 1.219384 0.954491 2.10 -2.09 -3.06 -0.15
C 2.496950 -0.259892 -0.718290 -0.39 -2.19 0.16 -0.39
H -0.525525 1.292174 1.969178 -0.74 0.91 0.95 0.23
H 2.601568 -0.710944 -1.734892 -0.26 0.84 0.81 0.23
H 3.172392 0.507057 -0.473377 1.39 0.71 -0.09 0.21
H 2.601884 -1.084747 0.026449 0.34 0.45 -0.57 0.20
```
Forces are in eV/Å.

Output
* LUMO energy (alpha / beta): -2.38 / -2.38 eV
* molar mass: 270.46 g/mol
* HOMO-LUMO gap (alpha / beta): 5.14 / 5.14 eV
* DFT total energy: -30893.762 eV


# 9
Molecular formula: C5H4CrNO5
Method: DFT, the ωB97M-V functional and the def2-TZVPD basis

Geometry as XYZ:
```
16
Properties=species:S:1:pos:R:3:forces:R:3:nbo_charge:R:1
Cr 0.277462 -0.194204 -0.029376 1.54 1.09 2.25 0.11
O 2.622317 -0.105732 2.258862 -6.68 0.59 -5.62 -0.41
O 0.787363 -3.079470 0.803284 -1.09 5.04 -1.64 -0.36
O -1.015678 3.697145 -0.737711 1.87 -4.46 0.84 -0.44
O -2.102838 -0.848330 -1.941165 3.97 1.55 2.77 -0.36
O 2.634965 0.079672 -2.105027 -4.77 -0.31 3.36 -0.35
N -1.391250 0.016520 1.674195 -1.28 0.31 0.91 -1.09
C 1.685004 0.030692 -1.415745 6.18 0.79 -4.70 0.52
C -0.583315 2.629859 -0.565571 -2.14 4.88 -1.20 0.51
C 0.543314 -1.988953 0.437772 1.12 -7.91 1.89 0.53
C 1.687217 -0.065166 1.464173 5.64 -0.23 4.87 0.54
C -1.222852 -0.482913 -1.263282 -5.79 -1.67 -3.82 0.54
H -2.156327 0.706486 1.444550 0.99 -1.04 0.40 0.41
H -1.005028 0.316234 2.600422 -0.56 -0.44 -0.99 0.41
H -1.842067 -0.915351 1.800452 0.24 1.06 0.14 0.40
H 0.542746 1.119332 0.854906 0.77 0.76 0.53 0.02
```
Forces are in eV/Å.

Output
* LUMO energy (alpha / beta): -4.33 / -6.23 eV
* molar mass: 210.08 g/mol
* <S²>: 6.044
* HOMO-LUMO gap (alpha / beta): 7.63 / 8.19 eV
* DFT total energy: -45387.556 eV
* 2S+1: 5
* net charge: +1


Please write out number 2 again, unchanged.
Molecular formula: C5H4BrI3O2
Method: DFT, the ωB97M-V functional and the def2-TZVPD basis

Geometry as XYZ:
```
15
Properties=species:S:1:pos:R:3:forces:R:3:nbo_charge:R:1
I 3.548671 -1.650682 -2.120189 -0.32 -0.34 -0.06 0.30
I 1.252198 -2.158293 0.667392 0.16 0.48 0.13 0.24
I 1.441700 0.654872 -3.526980 -0.10 -0.06 0.91 0.25
Br -1.778414 -1.949680 -1.487645 -0.57 -0.56 -0.38 -0.04
O 0.487245 1.476849 0.484635 -0.64 -0.21 -0.42 -0.56
O -1.110070 -0.142255 0.327340 0.27 1.08 -1.18 -0.51
C -0.971553 1.052379 2.350785 -1.55 1.85 -1.64 -0.73
C -0.636880 -0.406861 -0.972899 2.02 -2.69 -0.45 -0.01
C 0.807771 -0.939265 -0.990571 -6.05 -0.65 4.65 -0.25
C 1.720512 -0.691333 -1.912872 4.84 1.72 -5.21 -0.46
C -0.433750 0.855545 0.940949 0.68 -0.58 2.21 0.81
H -1.213982 0.346928 3.099937 -0.16 -1.81 -0.21 0.25
H -0.369026 1.736747 2.869413 1.03 1.20 0.30 0.23
H -0.818565 0.223751 -1.841204 -0.10 0.86 0.80 0.24
H -1.925858 1.591298 2.111911 0.48 -0.29 0.54 0.24
```
Forces are in eV/Å.

Output
* LUMO energy (alpha / beta): -0.43 / -3.50 eV
* molar mass: 556.70 g/mol
* <S²>: 2.010
* HOMO-LUMO gap (alpha / beta): 5.35 / 5.79 eV
* DFT total energy: -103684.156 eV
* 2S+1: 3


Copy entry 2 word for word.
Molecular formula: C5H4BrI3O2
Method: DFT, the ωB97M-V functional and the def2-TZVPD basis

Geometry as XYZ:
```
15
Properties=species:S:1:pos:R:3:forces:R:3:nbo_charge:R:1
I 3.548671 -1.650682 -2.120189 -0.32 -0.34 -0.06 0.30
I 1.252198 -2.158293 0.667392 0.16 0.48 0.13 0.24
I 1.441700 0.654872 -3.526980 -0.10 -0.06 0.91 0.25
Br -1.778414 -1.949680 -1.487645 -0.57 -0.56 -0.38 -0.04
O 0.487245 1.476849 0.484635 -0.64 -0.21 -0.42 -0.56
O -1.110070 -0.142255 0.327340 0.27 1.08 -1.18 -0.51
C -0.971553 1.052379 2.350785 -1.55 1.85 -1.64 -0.73
C -0.636880 -0.406861 -0.972899 2.02 -2.69 -0.45 -0.01
C 0.807771 -0.939265 -0.990571 -6.05 -0.65 4.65 -0.25
C 1.720512 -0.691333 -1.912872 4.84 1.72 -5.21 -0.46
C -0.433750 0.855545 0.940949 0.68 -0.58 2.21 0.81
H -1.213982 0.346928 3.099937 -0.16 -1.81 -0.21 0.25
H -0.369026 1.736747 2.869413 1.03 1.20 0.30 0.23
H -0.818565 0.223751 -1.841204 -0.10 0.86 0.80 0.24
H -1.925858 1.591298 2.111911 0.48 -0.29 0.54 0.24
```
Forces are in eV/Å.

Output
* LUMO energy (alpha / beta): -0.43 / -3.50 eV
* molar mass: 556.70 g/mol
* <S²>: 2.010
* HOMO-LUMO gap (alpha / beta): 5.35 / 5.79 eV
* DFT total energy: -103684.156 eV
* 2S+1: 3